Record 1
8
Properties=species:S:1:pos:R:3:forces:R:3:nbo_charge:R:1 method="wB97M-V/def2-TZVPD" relative_energy_kj_mol=98.08
Si 0.912 0.878 -0.142 -0.5309 -1.9647 1.8421 0.4629
Si -0.776 -0.868 0.164 1.7061 -1.9603 -0.6511 0.3254
I -3.028 0.069 -0.192 0.3266 -0.3493 -0.0425 -0.1754
H 1.317 1.240 -1.425 0.7359 -0.4355 -1.9842 -0.1404
H 0.488 2.194 0.170 -0.5806 1.0217 1.1275 -0.1425
H 1.989 0.290 0.755 -0.2380 0.5442 -0.4913 -0.1252
H -0.716 -1.618 1.554 -0.1364 1.0108 -1.2329 -0.1028
H -0.188 -2.185 -0.884 -1.2828 2.1331 1.4324 -0.1019

Record 2
18
Properties=species:S:1:pos:R:3:forces:R:3:nbo_charge:R:1 method="wB97M-V/def2-TZVPD" smiles="C[C@]12C=C[C@H](C=C1)[C@H]2F" relative_energy_kj_mol=29.89
C -1.774 -1.181 0.151 -2.0170 -0.3896 0.2514 -0.6160
C -0.545 -0.317 0.006 -0.8263 2.6457 0.2741 -0.1761
C 0.045 0.028 1.387 2.0997 -1.0014 0.2445 -0.1774
C 1.320 0.422 1.222 -1.4294 -0.8948 -1.5233 -0.1774
C 1.518 0.592 -0.294 -3.5770 -0.9603 1.8692 -0.3517
C 0.534 1.641 -0.702 -2.9569 -2.4589 -0.3373 -0.1704
C -0.745 1.145 -0.571 3.8083 -0.5158 -0.2190 -0.1723
C 0.746 -0.680 -0.771 -1.3407 2.3292 -2.5451 0.2758
F 1.302 -1.840 -0.439 0.5411 -1.3125 0.2434 -0.3408
H -2.697 -1.071 -0.568 2.2027 0.0250 0.8173 0.2210
H -2.180 -0.765 1.137 0.1136 -1.4204 -1.1349 0.2180
H -1.503 -2.285 0.175 -0.4509 1.3755 0.3813 0.2304
H -0.425 -0.251 2.319 -0.0859 0.0655 -0.0013 0.2170
H 2.176 0.377 1.809 0.8924 0.5182 1.6688 0.2174
H 2.415 0.763 -0.707 3.5576 0.2761 -1.0105 0.2158
H 0.883 2.402 -1.308 0.1765 2.0150 -0.7349 0.2075
H -1.616 1.613 -0.922 -1.1692 0.3154 -0.1931 0.2150
H 0.548 -0.591 -1.926 0.4613 -0.6119 1.9493 0.1642

Record 3
17
Properties=species:S:1:pos:R:3:forces:R:3:nbo_charge:R:1 method="wB97M-V/def2-TZVPD" charge=+1 smiles="C=CC[C@@H]([NH3+])C=O" relative_energy_kj_mol=208.40
C 0.862 -1.480 -1.714 -1.6282 1.4878 0.6400 -0.3395
C 0.201 -0.363 -1.356 0.5790 0.1497 -1.8620 -0.2602
C -1.002 -0.312 -0.499 0.6759 0.6237 1.7193 -0.4582
C -0.634 0.331 0.872 0.6986 0.4163 0.3357 -0.1507
N 0.717 -0.110 1.354 0.8458 -0.1759 -0.3480 -0.7020
C -0.476 1.909 0.731 -1.3443 -2.2307 0.7817 0.4427
O 0.529 2.403 1.122 0.3369 0.8905 -0.2088 -0.4776
H 0.631 -2.333 -1.085 0.2944 -0.6843 -0.8174 0.2007
H 1.327 -1.424 -2.690 0.9734 -0.6347 0.5591 0.2505
H 0.454 0.551 -1.891 -0.1897 -0.0201 -0.1292 0.2181
H -1.376 -1.318 -0.397 -0.5081 -0.1567 0.2742 0.2440
H -1.763 0.378 -0.879 -0.0221 -0.5033 -0.3884 0.2543
H -1.249 -0.024 1.705 -0.7368 0.7477 -0.3991 0.2483
H 1.334 -0.243 0.520 -0.3162 -0.5696 0.4586 0.4598
H 1.215 0.594 1.912 -0.4678 0.4520 -0.0686 0.4625
H 0.630 -0.932 1.950 0.3070 -0.3136 -0.4258 0.4426
H -1.401 2.373 0.344 0.5024 0.5211 -0.1213 0.1648

Record 4
110
Properties=species:S:1:pos:R:3:forces:R:3:lowdin_charge:R:1 method="wB97M-V/def2-TZVPD" charge=-1
C -1.606 -0.090 -3.258 -0.3082 0.0296 -0.3196 -0.0444
B -2.121 1.283 -2.647 -0.4943 -0.3415 -0.2278 -0.5459
O -3.105 1.887 -3.476 0.0387 -0.6679 0.2595 -0.0015
P -1.569 2.300 -1.039 -0.0312 0.3584 0.4255 0.5390
C -0.093 1.161 -0.556 0.0597 -0.4388 -0.3780 -0.2898
C 1.229 1.338 -1.337 0.1085 -0.6338 1.1551 -0.2219
C 1.674 0.143 -2.218 1.0605 1.7399 -0.9696 -0.3583
C 1.781 0.658 -3.684 -0.1677 -1.3825 0.5777 -0.0782
C 3.105 -0.221 -1.832 -0.4296 -0.4821 1.2571 -0.2013
C 3.183 -0.894 -0.434 0.0559 -0.6076 -2.1047 -0.1655
C 3.293 -2.397 -0.566 -0.3198 0.5195 0.3128 -0.1084
C 2.717 -3.209 0.318 -0.3698 -0.2044 0.0577 -0.3332
C 3.438 -4.425 0.852 -1.0165 -0.1457 -0.8512 -0.0565
C 1.294 -2.907 0.790 1.3215 0.4860 0.6003 -0.0582
C -1.067 3.734 0.192 0.2421 0.5965 -0.7644 -0.3299
C 0.399 3.966 0.579 -0.6483 1.2221 0.9328 -0.1374
C 0.933 3.420 1.881 0.8044 -0.4479 -0.8168 -0.6276
F 0.107 2.700 2.618 -0.4843 -0.1522 0.2222 0.1296
F 1.403 4.408 2.686 -0.0374 0.4351 0.3674 0.0847
F 2.027 2.644 1.653 0.2514 -0.3380 0.1065 0.0908
C -2.828 1.364 0.127 0.8720 -1.4025 0.4317 -0.7309
Cl -2.786 1.708 1.918 -0.4113 0.6140 -0.2229 0.5192
C -2.834 -0.211 -0.006 -0.5189 0.2673 1.5735 -0.7135
C -4.271 -0.689 0.118 0.1816 0.0839 -0.0483 -0.1801
Cl -1.997 -1.043 1.418 0.3484 -0.2485 -0.5022 0.5218
H -1.154 -0.827 -2.602 0.4622 0.2004 0.0524 0.0330
H -2.473 -0.592 -3.698 -0.2095 0.0661 -0.0346 0.0584
H -0.977 0.129 -4.122 0.3158 -0.1465 -0.0025 0.0539
H -3.950 1.750 -3.023 0.1382 0.6503 -0.0865 0.0800
H -2.683 3.221 -1.391 -0.0598 0.0935 0.0142 -0.0025
H -0.687 3.010 -2.007 0.0368 0.0354 -0.4940 0.0207
H -0.317 0.101 -0.680 -0.4891 -0.0257 -0.0721 0.0369
H 0.057 1.222 0.521 0.1560 0.3032 0.1558 0.0579
H 1.298 2.255 -1.918 -0.3282 0.1037 -0.1403 0.0840
H 1.997 1.435 -0.568 0.1563 0.2256 0.0386 0.0807
H 1.041 -0.735 -2.151 -0.2601 -0.0004 0.1048 0.1173
H 2.751 1.132 -3.801 -0.0426 0.4810 -0.0805 0.0692
H 0.959 1.316 -3.933 -0.0398 0.1390 -0.2641 0.0617
H 1.805 -0.223 -4.327 -0.1776 0.1014 -0.4168 0.0723
H 3.539 -0.917 -2.548 0.1453 0.0002 -0.2691 0.1006
H 3.713 0.679 -1.812 0.0234 0.2505 -0.2486 0.1076
H 2.367 -0.616 0.218 -0.0878 0.2556 0.1448 0.0977
H 4.135 -0.607 0.010 0.0225 0.1417 0.3748 0.1110
H 3.890 -2.800 -1.378 1.1329 0.0761 0.5447 0.1023
H 4.415 -4.151 1.221 0.2443 0.0232 0.1081 0.0671
H 3.541 -5.176 0.067 0.1115 -0.3509 0.0940 0.0640
H 2.833 -4.808 1.666 0.1297 -0.4421 0.1665 0.0629
H 0.714 -2.650 -0.084 -0.4193 -0.1269 -0.0291 0.0675
H 0.895 -3.760 1.327 -0.2714 -0.0491 -0.0146 0.0679
H 1.276 -2.036 1.441 -0.2822 0.0162 0.3056 0.0685
H -1.793 4.012 0.957 0.2247 -0.5545 0.5562 0.0429
H -1.222 4.577 -0.487 -0.1207 -0.1341 -0.4455 0.0459
H 1.112 3.812 -0.219 0.0155 -0.6983 -0.2227 0.1067
H 0.497 5.042 0.744 -0.0367 0.1664 0.0206 0.1114
H -3.824 1.675 -0.169 -0.1529 0.2286 -0.1890 0.0387
H -2.296 -0.642 -0.835 -0.0653 0.3847 -0.3719 0.0454
H -4.321 -1.754 0.319 -0.1268 -0.2296 -0.3933 0.0566
H -4.846 -0.375 -0.751 -0.1007 -0.2355 -0.1794 0.0756
H -4.714 -0.194 0.974 -0.0985 0.1333 0.1921 0.0513
C -10.443 0.119 0.441 -0.1894 -0.0282 0.1107 -0.0765
C -9.347 -0.938 0.337 0.0301 0.3105 -0.1496 -0.4333
C -8.044 -0.555 1.056 0.1080 -0.2486 0.1029 -0.2095
O -7.251 0.397 0.380 -0.2241 0.0896 0.0728 -0.2083
C -7.651 1.745 0.543 0.2008 0.0252 -0.1980 -0.0934
N -9.120 -1.247 -1.078 0.1354 -0.1088 0.0771 0.0371
H -10.273 0.958 -0.232 0.0903 -0.0080 -0.0043 0.0631
H -11.408 -0.313 0.173 0.0348 -0.0214 -0.0482 0.0718
H -10.522 0.507 1.459 0.0262 0.0130 -0.0098 0.0762
H -9.724 -1.843 0.824 0.0889 -0.0337 0.0145 0.1321
H -7.422 -1.451 1.123 0.0411 0.0301 -0.0518 0.1219
H -8.238 -0.229 2.087 -0.0929 0.0742 -0.0316 0.1218
H -8.056 1.930 1.542 -0.0478 -0.0289 -0.0030 0.0916
H -8.383 2.032 -0.216 -0.1048 0.0583 0.1047 0.0744
H -6.768 2.370 0.405 0.0427 -0.0621 0.0440 0.0907
H -8.471 -2.027 -1.146 -0.0818 -0.0449 -0.0170 0.0705
H -8.605 -0.467 -1.481 -0.0828 0.0220 -0.0207 0.0692
C 4.827 6.452 6.631 0.1796 -0.0798 0.1209 -0.0785
C 4.362 5.786 5.339 -0.1655 0.3428 0.1355 -0.4313
C 4.805 6.528 4.068 0.0559 -0.2743 -0.1643 -0.2068
O 4.077 7.707 3.779 0.1705 0.0532 0.0632 -0.1855
C 4.475 8.852 4.504 -0.2264 0.0184 -0.0991 -0.1156
N 2.909 5.610 5.392 0.1134 -0.0290 -0.2406 0.0500
H 4.228 7.326 6.885 -0.0326 0.0097 -0.0772 0.0610
H 4.740 5.754 7.464 -0.0611 -0.0092 -0.0263 0.0725
H 5.873 6.762 6.564 -0.0135 0.0172 -0.0080 0.0736
H 4.819 4.793 5.303 0.0053 0.0014 -0.1118 0.1352
H 4.632 5.866 3.216 -0.0858 0.0441 -0.0089 0.1238
H 5.883 6.742 4.087 -0.0072 0.0627 0.1117 0.1168
H 5.554 8.864 4.684 0.0044 -0.0372 0.0544 0.0877
H 3.939 8.923 5.454 0.1368 0.0376 0.0864 0.0735
H 4.212 9.729 3.910 0.0078 -0.0395 -0.0492 0.0848
H 2.616 5.071 4.581 -0.0828 -0.1192 0.1096 0.0534
H 2.486 6.522 5.241 -0.0271 -0.0123 0.0955 0.0710
C 4.151 -9.269 -4.284 0.1326 -0.1639 -0.0642 -0.0761
C 4.624 -7.849 -3.989 -0.3503 -0.0901 0.0370 -0.4344
C 4.615 -7.490 -2.495 0.2356 0.1815 0.0117 -0.2129
O 3.337 -7.224 -1.954 0.0729 -0.1623 0.0243 -0.1959
C 2.578 -8.369 -1.613 -0.1780 0.2060 0.0088 -0.1054
N 3.826 -6.910 -4.783 0.1161 0.1178 0.1434 0.0389
H 3.067 -9.364 -4.229 -0.0120 0.0702 0.0497 0.0632
H 4.444 -9.560 -5.293 -0.0250 0.0579 -0.0137 0.0732
H 4.593 -9.986 -3.589 -0.0183 0.0120 0.0142 0.0758
H 5.663 -7.777 -4.326 0.0209 0.0721 0.0639 0.1329
H 5.179 -6.562 -2.369 -0.0682 0.0353 0.0037 0.1217
H 5.132 -8.254 -1.897 -0.0631 -0.0974 -0.0526 0.1192
H 3.212 -9.180 -1.242 0.0266 -0.0204 -0.0552 0.0898
H 1.987 -8.716 -2.464 0.0451 -0.1545 0.0173 0.0747
H 1.883 -8.081 -0.824 0.0517 0.0488 0.0187 0.0885
H 4.209 -5.974 -4.674 0.0343 -0.0213 -0.1063 0.0728
H 2.907 -6.847 -4.350 -0.0208 -0.0575 -0.0779 0.0706

| no. | orbital gap (eV) |
| --- | --- |
| 1 | 9.620 |
| 2 | 9.683 |
| 3 | 10.442 |
| 4 | 5.746 |